--- a ---
C30H70N10O10 | ωB97M-V with the def2-TZVPD basis set

Output
SMILES string: CNC(C)=O.CNC(C)=O.CNC(C)=O.CNC(C)=O.CNC(C)=O.CNC(C)=O.CNC(C)=O.CNC(C)=O.CNC(C)=O.CNC(C)=O
E_HOMO: -9.27 eV
LUMO: 0.0000 Eh

Each atom is followed by the atoms it is bonded to, with distances in Å.
Positions of all 120 atoms, in Å:
1 C -20.6077 2.8345 15.4138  C2 1.519, H6 1.152, H7 1.027, H8 1.060
2 C -19.4803 2.6109 14.4206  C1 1.519, O3 1.206, N4 1.322
3 O -19.1498 3.4788 13.6521  C2 1.206
4 N -18.9134 1.4624 14.7469  C2 1.322, C5 1.519, H9 0.992
5 C -17.7084 0.9144 14.0010  N4 1.519, H10 1.074, H11 1.177, H12 1.177
6 H -20.2123 2.8271 16.4954  C1 1.152
7 H -21.4083 2.1935 15.3530  C1 1.027
8 H -21.0217 3.7772 15.1626  C1 1.060
9 H -19.3992 0.8760 15.3827  N4 0.992
10 H -18.1415 0.7492 13.0324  C5 1.074
11 H -17.4412 -0.1409 14.4485  C5 1.177
12 H -16.8014 1.6630 13.9508  C5 1.177
13 C -17.5179 4.2827 20.8778  C14 1.608, H18 1.175, H19 1.214, H20 1.068
14 C -19.1164 4.3971 20.7415  C13 1.608, O15 1.223, N16 1.306
15 O -19.7497 3.7221 19.9425  C14 1.223
16 N -19.7177 5.2751 21.4991  C14 1.306, C17 1.519, H21 0.964
17 C -21.2262 5.4355 21.5802  N16 1.519, H22 1.040, H23 1.074, H24 1.148
18 H -17.2399 5.0260 20.0113  C13 1.175
19 H -17.1968 3.1308 20.6668  C13 1.214
20 H -17.0440 4.6034 21.7793  C13 1.068
21 H -19.1726 5.8347 22.0640  N16 0.964
22 H -21.4623 6.1741 20.8864  C17 1.040
23 H -21.2711 5.7359 22.6102  C17 1.074
24 H -21.8053 4.4493 21.4794  C17 1.148
25 C -17.8435 4.2753 17.1707  C26 1.588, H30 1.166, H31 1.032, H32 1.050
26 C -16.6859 3.2405 17.5050  C25 1.588, O27 1.163, N28 1.325
27 O -15.8131 3.4637 18.2405  C26 1.163
28 N -16.8621 2.0960 16.8611  C26 1.325, C29 1.502, H33 1.011
29 C -15.9875 0.9057 17.1351  N28 1.502, H34 1.209, H35 1.141, H36 1.115
30 H -17.3202 5.1972 17.6569  C25 1.166
31 H -18.6176 3.9470 17.7686  C25 1.032
32 H -18.1019 4.3908 16.1600  C25 1.050
33 H -17.5790 1.9102 16.1731  N28 1.011
34 H -15.7017 0.1175 16.2637  C29 1.209
35 H -16.5020 0.1333 17.7981  C29 1.141
36 H -15.0601 1.0489 17.7380  C29 1.115
37 C -28.0665 -2.3017 21.0291  C38 1.493, H42 1.235, H43 1.150, H44 1.201
38 C -27.9286 -1.0104 20.2931  C37 1.493, O39 1.268, N40 1.307
39 O -28.8235 -0.6485 19.4709  C38 1.268
40 N -26.7897 -0.4195 20.5418  C38 1.307, C41 1.515, H45 0.854
41 C -26.1457 0.6008 19.6264  N40 1.515, H46 1.191, H47 1.120, H48 1.147
42 H -28.8697 -1.8740 21.8638  C37 1.235
43 H -27.1806 -2.9462 21.3799  C37 1.150
44 H -28.6889 -3.1705 20.4823  C37 1.201
45 H -26.2186 -0.8003 21.0490  N40 0.854
46 H -25.4408 0.1252 18.7923  C41 1.191
47 H -25.5415 1.2205 20.3377  C41 1.120
48 H -26.8112 1.4125 19.1630  C41 1.147
49 C -17.1823 -6.7335 19.1687  C50 1.501, H54 1.053, H55 1.215, H56 1.096
50 C -18.3764 -5.9517 19.6329  C49 1.501, O51 1.256, N52 1.269
51 O -19.2856 -6.5484 20.2619  C50 1.256
52 N -18.4514 -4.7066 19.4016  C50 1.269, C53 1.473, H57 1.128
53 C -19.4868 -3.7198 19.7517  N52 1.473, H58 1.087, H59 1.010, H60 1.092
54 H -16.9263 -6.2662 18.2610  C49 1.053
55 H -17.4087 -7.9040 18.9362  C49 1.215
56 H -16.2498 -6.7360 19.7446  C49 1.096
57 H -17.5490 -4.3829 18.8065  N52 1.128
58 H -18.8573 -2.9845 20.2469  C53 1.087
59 H -20.0475 -4.2265 20.4217  C53 1.010
60 H -20.0548 -3.3279 18.9057  C53 1.092
61 C -23.7663 3.2851 18.7814  C62 1.570, H66 1.018, H67 1.155, H68 1.075
62 C -23.6835 2.0390 17.8300  C61 1.570, O63 1.290, N64 1.299
63 O -24.4642 2.0855 16.8036  C62 1.290
64 N -22.8050 1.0989 18.0091  C62 1.299, C65 1.386, H69 1.094
65 C -22.6512 0.0302 17.1403  N64 1.386, H70 1.145, H71 0.999, H72 1.003
66 H -24.1474 3.0716 19.7010  C61 1.018
67 H -24.2308 4.2081 18.2663  C61 1.155
68 H -22.7602 3.5392 19.0641  C61 1.075
69 H -22.4356 0.9469 19.0275  N64 1.094
70 H -22.3783 0.1186 16.0317  C65 1.145
71 H -23.3493 -0.6598 16.9544  C65 0.999
72 H -21.9208 -0.4927 17.5872  C65 1.003
73 C -19.1530 0.4329 19.1212  C74 1.582, H78 1.074, H79 1.085, H80 1.167
74 C -20.3691 0.2778 20.1218  C73 1.582, O75 1.196, N76 1.352
75 O -20.5802 -0.7743 20.6505  C74 1.196
76 N -21.1304 1.3570 20.4126  C74 1.352, C77 1.470, H81 1.085
77 C -22.2859 1.2999 21.3203  N76 1.470, H82 0.978, H83 1.143, H84 1.166
78 H -18.5846 -0.4582 18.9308  C73 1.074
79 H -18.3706 1.0418 19.5613  C73 1.085
80 H -19.6798 0.7929 18.1435  C73 1.167
81 H -20.8227 2.3480 20.0963  N76 1.085
82 H -23.1043 0.8260 21.0716  C77 0.978
83 H -22.5206 2.2573 21.8998  C77 1.143
84 H -22.0157 0.8011 22.3391  C77 1.166
85 C -14.7541 -3.5651 19.7409  C86 1.424, H90 1.115, H91 1.101, H92 1.181
86 C -15.7360 -2.7924 19.0574  C85 1.424, O87 1.289, N88 1.338
87 O -16.2039 -1.6591 19.4540  C86 1.289
88 N -16.2396 -3.2543 17.9066  C86 1.338, C89 1.478, H93 1.054
89 C -17.2011 -2.6031 16.9917  N88 1.478, H94 1.217, H95 1.092, H96 1.045
90 H -15.1681 -4.5965 19.6461  C85 1.115
91 H -14.8429 -3.3203 20.8108  C85 1.101
92 H -13.6402 -3.4130 19.3787  C85 1.181
93 H -15.7536 -4.1295 17.5779  N88 1.054
94 H -17.7286 -3.5111 16.3775  C89 1.217
95 H -16.6108 -2.0047 16.2952  C89 1.092
96 H -17.9215 -2.1200 17.5750  C89 1.045
97 C -16.9719 0.4223 22.1433  C98 1.485, H102 1.102, H103 1.114, H104 1.117
98 C -16.3347 1.3896 23.0730  C97 1.485, O99 1.238, N100 1.433
99 O -15.9549 2.5126 22.7170  C98 1.238
100 N -16.0805 0.9730 24.4208  C98 1.433, C101 1.517, H105 0.985
101 C -15.4431 1.8885 25.4491  N100 1.517, H106 1.019, H107 0.945, H108 1.107
102 H -18.0529 0.2130 22.0973  C97 1.102
103 H -16.5715 -0.5977 22.3420  C97 1.114
104 H -16.6624 0.5595 21.0785  C97 1.117
105 H -16.5771 0.2153 24.8072  N100 0.985
106 H -15.7727 2.8424 25.5876  C101 1.019
107 H -14.6835 1.8036 24.8938  C101 0.945
108 H -15.4149 1.4654 26.4719  C101 1.107
109 C -23.8819 1.7858 26.0133  C110 1.416, H114 1.111, H115 1.138, H116 1.060
110 C -22.8808 2.3658 25.1961  C109 1.416, O111 1.305, N112 1.352
111 O -23.2171 3.3458 24.4023  C110 1.305
112 N -21.6497 1.8137 25.2898  C110 1.352, C113 1.502, H117 1.028
113 C -20.4621 2.3616 24.5511  N112 1.502, H118 1.138, H119 1.079, H120 1.187
114 H -24.8284 2.3490 25.8644  C109 1.111
115 H -23.5283 1.7218 27.0935  C109 1.138
116 H -24.2486 0.9657 25.4513  C109 1.060
117 H -21.5399 0.8845 25.7143  N112 1.028
118 H -19.9980 3.3162 24.9619  C113 1.138
119 H -20.8571 2.7245 23.6153  C113 1.079
120 H -19.6534 1.4985 24.4492  C113 1.187

Atomic partial charges in e from the Mulliken method, atoms 1 to 8: atom 1 (C): -0.894, atom 2 (C): 0.589, atom 3 (O): -0.657, atom 4 (N): -0.255, atom 5 (C): -0.780, atom 6 (H): -0.130, atom 7 (H): 0.552, atom 8 (H): 0.437

***

--- b ---
C30H70N10O10 | ωB97M-V with the def2-TZVPD basis set

Output
SMILES string: CNC(C)=O.CNC(C)=O.CNC(C)=O.CNC(C)=O.CNC(C)=O.CNC(C)=O.CNC(C)=O.CNC(C)=O.CNC(C)=O.CNC(C)=O
E_HOMO: -8.75 eV
LUMO: 0.0008 Eh

Each atom is followed by the atoms it is bonded to, with distances in Å.
Positions of all 120 atoms, in Å:
1 C -2.9249 -14.6460 6.9309  C2 1.492, H6 1.090, H7 1.090, H8 1.090
2 C -2.7601 -13.2532 6.4218  C1 1.492, O3 1.250, N4 1.344
3 O -2.0082 -12.4318 6.9890  C2 1.250
4 N -3.5456 -12.9580 5.3717  C2 1.344, C5 1.447, H9 1.010
5 C -3.6009 -11.6269 4.8066  N4 1.447, H10 1.090, H11 1.090, H12 1.090
6 H -2.0502 -15.2336 6.6521  C1 1.090
7 H -3.7934 -15.0164 6.3862  C1 1.090
8 H -3.0523 -14.5650 8.0104  C1 1.090
9 H -4.2983 -13.6154 5.2252  N4 1.010
10 H -4.5934 -11.3794 4.4302  C5 1.090
11 H -2.8984 -11.6592 3.9738  C5 1.090
12 H -3.2808 -10.8861 5.5393  C5 1.090
13 C -8.7180 -22.4890 6.0111  C14 1.502, H18 1.090, H19 1.090, H20 1.090
14 C -8.6888 -22.7994 7.4809  C13 1.502, O15 1.242, N16 1.334
15 O -9.4078 -23.6442 8.0390  C14 1.242
16 N -7.8314 -22.0214 8.1441  C14 1.334, C17 1.448, H21 1.010
17 C -7.4496 -22.1250 9.5369  N16 1.448, H22 1.090, H23 1.090, H24 1.090
18 H -8.9736 -21.4831 5.6780  C13 1.090
19 H -9.5678 -23.0570 5.6326  C13 1.090
20 H -7.8503 -22.9232 5.5144  C13 1.090
21 H -7.3430 -21.2851 7.6547  N16 1.010
22 H -8.3034 -22.3996 10.1563  C17 1.090
23 H -7.2588 -21.1089 9.8824  C17 1.090
24 H -6.5720 -22.7321 9.7590  C17 1.090
25 C -3.0229 -18.9132 2.4164  C26 1.509, H30 1.090, H31 1.090, H32 1.090
26 C -2.3185 -20.2382 2.2558  C25 1.509, O27 1.226, N28 1.339
27 O -2.8674 -21.2683 2.6296  C26 1.226
28 N -1.0620 -20.2642 1.7952  C26 1.339, C29 1.424, H33 1.010
29 C -0.2520 -21.4211 1.6115  N28 1.424, H34 1.090, H35 1.090, H36 1.090
30 H -3.7978 -18.8028 1.6578  C25 1.090
31 H -2.3429 -18.0616 2.4356  C25 1.090
32 H -3.5069 -18.8852 3.3926  C25 1.090
33 H -0.7808 -19.3619 1.4389  N28 1.010
34 H -0.7022 -22.3047 2.0640  C29 1.090
35 H 0.7400 -21.2694 2.0371  C29 1.090
36 H -0.2366 -21.6766 0.5520  C29 1.090
37 C -5.2128 -18.0315 17.0022  C38 1.501, H42 1.090, H43 1.090, H44 1.090
38 C -4.4045 -18.2037 15.7486  C37 1.501, O39 1.283, N40 1.332
39 O -3.6196 -17.2471 15.4081  C38 1.283
40 N -4.7018 -19.2265 14.9491  C38 1.332, C41 1.514, H45 1.010
41 C -3.9454 -19.5105 13.6687  N40 1.514, H46 1.090, H47 1.090, H48 1.090
42 H -4.5477 -18.0623 17.8652  C37 1.090
43 H -5.9378 -18.8364 17.1239  C37 1.090
44 H -5.6442 -17.0305 17.0074  C37 1.090
45 H -5.4984 -19.7766 15.2370  N40 1.010
46 H -4.6724 -19.9084 12.9607  C41 1.090
47 H -3.2282 -20.2987 13.8979  C41 1.090
48 H -3.5021 -18.5919 13.2842  C41 1.090
49 C -10.5361 -18.0793 4.3080  C50 1.540, H54 1.090, H55 1.090, H56 1.090
50 C -9.7384 -19.3366 3.9131  C49 1.540, O51 1.252, N52 1.370
51 O -10.3962 -20.3634 3.6282  C50 1.252
52 N -8.3736 -19.3182 3.7909  C50 1.370, C53 1.467, H57 1.010
53 C -7.5178 -20.4398 3.3901  N52 1.467, H58 1.090, H59 1.090, H60 1.090
54 H -10.8038 -18.0949 5.3645  C49 1.090
55 H -11.5392 -17.9952 3.8900  C49 1.090
56 H -10.0489 -17.1438 4.0330  C49 1.090
57 H -7.9963 -18.4489 4.1404  N52 1.010
58 H -7.9977 -21.4086 3.2514  C53 1.090
59 H -6.7541 -20.5811 4.1549  C53 1.090
60 H -6.9997 -20.2945 2.4422  C53 1.090
61 C -4.3118 -18.6983 5.9428  C62 1.461, H66 1.090, H67 1.090, H68 1.090
62 C -4.6521 -19.5324 7.0935  C61 1.461, O63 1.253, N64 1.342
63 O -5.1633 -20.6541 6.8704  C62 1.253
64 N -4.2160 -19.1313 8.2974  C62 1.342, C65 1.435, H69 1.010
65 C -4.3062 -19.9601 9.4656  N64 1.435, H70 1.090, H71 1.090, H72 1.090
66 H -4.3219 -17.6522 6.2489  C61 1.090
67 H -5.0396 -18.8335 5.1426  C61 1.090
68 H -3.3179 -18.9980 5.6107  C61 1.090
69 H -3.8242 -18.2130 8.4502  N64 1.010
70 H -4.9588 -20.8271 9.3632  C65 1.090
71 H -4.6881 -19.4303 10.3383  C65 1.090
72 H -3.3355 -20.3480 9.7744  C65 1.090
73 C -3.6406 -16.1242 11.8139  C74 1.537, H78 1.090, H79 1.090, H80 1.090
74 C -3.1255 -16.5097 10.4184  C73 1.537, O75 1.207, N76 1.346
75 O -3.7654 -16.3260 9.4118  C74 1.207
76 N -1.9460 -17.1548 10.4937  C74 1.346, C77 1.464, H81 1.010
77 C -1.1974 -17.6862 9.3537  N76 1.464, H82 1.090, H83 1.090, H84 1.090
78 H -3.0766 -16.6108 12.6096  C73 1.090
79 H -4.6571 -16.5158 11.8536  C73 1.090
80 H -3.6961 -15.0442 11.9501  C73 1.090
81 H -1.4836 -16.9828 11.3749  N76 1.010
82 H -0.3357 -18.0127 9.9359  C77 1.090
83 H -0.9515 -16.8917 8.6492  C77 1.090
84 H -1.6799 -18.5447 8.8865  C77 1.090
85 C -3.6981 -23.7373 10.8614  C86 1.517, H90 1.090, H91 1.090, H92 1.090
86 C -4.4052 -23.1281 12.0576  C85 1.517, O87 1.228, N88 1.313
87 O -5.0613 -22.1108 11.8525  C86 1.228
88 N -4.2573 -23.6305 13.2612  C86 1.313, C89 1.482, H93 1.010
89 C -4.8983 -23.0491 14.4645  N88 1.482, H94 1.090, H95 1.090, H96 1.090
90 H -4.2798 -24.4926 10.3330  C85 1.090
91 H -2.7610 -24.2307 11.1194  C85 1.090
92 H -3.4168 -22.9734 10.1365  C85 1.090
93 H -3.7268 -24.4713 13.4392  N88 1.010
94 H -4.5225 -23.3655 15.4375  C89 1.090
95 H -5.9732 -23.2192 14.5262  C89 1.090
96 H -4.7834 -21.9682 14.5459  C89 1.090
97 C -5.2157 -16.3380 3.4226  C98 1.526, H102 1.090, H103 1.090, H104 1.090
98 C -5.6505 -14.8757 3.3763  C97 1.526, O99 1.208, N100 1.319
99 O -5.9875 -14.3603 4.4160  C98 1.208
100 N -5.3942 -14.2175 2.2626  C98 1.319, C101 1.437, H105 1.010
101 C -5.6607 -12.8304 1.9955  N100 1.437, H106 1.090, H107 1.090, H108 1.090
102 H -4.9168 -16.6183 2.4125  C97 1.090
103 H -6.0812 -16.9653 3.6362  C97 1.090
104 H -4.4100 -16.4576 4.1470  C97 1.090
105 H -5.1057 -14.8426 1.5236  N100 1.010
106 H -6.5145 -12.7078 1.3290  C101 1.090
107 H -4.7949 -12.3997 1.4925  C101 1.090
108 H -5.9430 -12.2415 2.8682  C101 1.090
109 C 2.1185 -21.3596 6.2430  C110 1.502, H114 1.090, H115 1.090, H116 1.090
110 C 1.0289 -21.5449 5.2263  C109 1.502, O111 1.226, N112 1.373
111 O 1.0616 -22.5154 4.4786  C110 1.226
112 N 0.0297 -20.6072 5.1416  C110 1.373, C113 1.414, H117 1.010
113 C -0.2651 -19.5379 6.0189  N112 1.414, H118 1.090, H119 1.090, H120 1.090
114 H 1.8457 -21.7274 7.2322  C109 1.090
115 H 2.2899 -20.2945 6.3989  C109 1.090
116 H 3.0427 -21.8540 5.9439  C109 1.090
117 H -0.4541 -20.6867 4.2586  N112 1.010
118 H 0.3655 -19.6149 6.9047  C113 1.090
119 H -1.3127 -19.5361 6.3199  C113 1.090
120 H -0.1314 -18.6478 5.4041  C113 1.090

Atomic partial charges in e from the Mulliken method, atoms 1 to 8: atom 1 (C): -0.136, atom 2 (C): 0.495, atom 3 (O): -0.727, atom 4 (N): 0.085, atom 5 (C): -1.054, atom 6 (H): 0.186, atom 7 (H): -0.018, atom 8 (H): 0.051

***

Looking at the structures above, b is most stable, and the difference to the next one is 0.3891 hartree.